Record 1
DFT (the ωB97M-V functional and the def2-TZVPD basis) results for C35H43N8O2PdSi2 as an isolated structure.

ORCA input file:
```
! wB97M-V def2-TZVPD RIJCOSX def2/J DEFGRID3
* xyz 1 1
H 5.2707 -1.1850 -2.0152
H 3.0737 2.9082 2.9412
Pd -0.8658 -0.9002 1.5197
H -2.7121 2.2558 1.7519
H -2.0699 3.3884 2.9513
C 0.7418 0.7986 -3.9607
O -0.2618 -0.0662 -4.2320
C -3.0337 -0.9080 -5.1120
C 2.6487 -5.2061 -0.3772
C 4.3764 -0.7667 -2.4617
H 2.6672 -1.8448 -0.7708
N 0.3413 2.0184 -3.8942
H -1.6256 1.4751 5.2395
C -1.1338 0.9512 4.4179
H 1.6403 3.9144 4.3431
H -2.8179 -1.1009 -1.1917
H 5.4481 0.7258 -0.5407
H -6.2723 -0.6229 -1.5660
H -1.7860 0.9929 3.5416
H -1.0327 -0.1008 4.6922
C -3.3465 -0.6210 -0.3875
C -3.5040 0.4938 -3.2095
O -0.7853 -3.2660 2.3230
H 0.5465 5.0174 2.1295
H 1.9615 -1.5480 -4.7091
H 1.7838 0.4867 -0.2206
C -5.0228 -1.2581 -3.8014
N 3.6610 1.4595 0.2155
H 4.0741 -2.4279 -3.7822
H 0.8362 3.3400 5.7956
H 0.1796 0.6550 1.8710
C -0.5734 2.3116 -0.6337
C 3.0804 2.3450 2.0248
H 0.8290 -2.0333 0.8775
H 1.7028 0.3498 5.7030
H -1.4557 2.7591 -1.1010
C 0.9414 -4.1800 0.9862
N -2.9054 -0.4743 0.8490
C 2.4012 1.1053 0.4092
N -1.0307 1.9920 -4.1108
H 2.3792 1.9678 -2.3255
C -0.6355 -5.6211 2.4517
H 1.9309 -0.3771 4.1180
H 1.3158 -6.2966 0.8848
C 1.9091 0.5753 4.6533
H -3.1943 1.2981 -2.5522
H -2.3840 -1.1928 -5.9292
C -2.0991 3.1499 1.8869
H -0.9506 -6.2533 1.6197
C -2.6716 0.1293 -4.2576
C 0.5276 4.5584 1.1385
H 0.2713 2.5725 -1.2749
H 2.9061 1.0181 4.6121
C 2.7591 0.9963 -2.6211
H -5.9202 -1.8321 -3.6047
C 4.5683 1.2331 -0.9298
Si 0.5391 1.6773 4.0136
C -4.2273 -1.5751 -4.8982
C 2.3753 -2.8178 -0.3945
H 1.5591 4.4508 0.7919
C 1.3423 -2.9291 0.5203
H 0.0465 5.2665 0.4593
C -1.3458 0.7574 -4.2781
H 3.8378 -3.8717 -1.5617
C -0.2051 -4.2683 1.9527
C 0.6255 1.6609 2.1011
C 1.6089 -5.3167 0.5334
C 3.0298 -3.9564 -0.8453
C 3.6964 -1.4713 -3.4468
H -1.4617 -5.4944 3.1449
C 2.5165 -0.9751 -3.9782
H -5.8116 1.0764 -1.6668
N 4.1044 2.2369 1.2276
C -4.6596 -0.2312 -2.9429
C 0.7472 3.4024 4.7081
H -4.5250 -2.3738 -5.5639
N -4.9493 0.4331 0.6821
C 2.0451 0.2654 -3.5606
N 2.0003 1.6573 1.5537
Si -0.4135 2.9418 1.1236
N -4.5608 -0.0761 -0.5051
C -3.9325 0.1664 1.4689
H 0.1911 -6.1267 2.9533
H -0.1084 4.0441 4.4879
H -0.7084 1.2237 -0.6437
H -2.6082 3.9730 1.3782
H 3.1576 -6.0954 -0.7240
C 3.8988 0.4657 -2.0338
C -5.4284 0.0563 -1.6794
H -3.9254 0.4377 2.5120
H 4.8672 2.2263 -1.2651
*
```

Its orbital gap is 7.1 eV. The LUMO energy comes out at -2.3 eV. The energy above the lowest of the compared OMol25 structures with the same formula, charge and spin is 25.1 kcal/mol.

=====

Record 2
DFT (the ωB97M-V functional and the def2-TZVPD basis) results for C35H44AsN9O5STi as an isolated structure.

ORCA input file:
```
! wB97M-V def2-TZVPD RIJCOSX def2/J DEFGRID3
* xyz 1 2
H 0.4052 3.6460 -2.9064
H 5.2533 -1.9372 -1.0670
C -2.5249 -0.7799 -3.2481
N 1.3556 -1.0712 -3.4480
H 0.6886 -2.7105 0.2743
O -1.8361 0.9968 1.0553
C -5.1032 4.4006 1.9553
C 2.8785 -2.3508 2.8065
N 1.1380 -0.9264 1.1635
H -1.4976 -4.0686 -2.2714
H 2.4471 0.6914 -3.7131
As -2.0500 -1.9146 1.3604
C -2.7747 3.0584 2.6362
H -0.2666 -4.3953 -4.0980
H -2.6698 -4.2631 0.5911
N 4.3578 -0.6375 4.7806
H -4.7940 5.5316 3.7562
C -3.9433 -1.4923 1.4822
H 5.4148 -0.0277 0.8242
C 1.4081 0.3794 -3.6153
H -2.2527 -1.9622 3.9153
C -3.4554 2.7168 1.4724
C 2.3778 1.9246 3.0999
N 4.5384 -1.4435 -0.5500
H 2.2050 -4.0632 1.7003
C 2.1677 3.3025 3.0976
C -2.6260 0.4239 -2.3594
O -0.5369 1.8651 -1.2316
C -2.1984 1.7347 -2.8860
C 2.7524 -0.9706 2.9367
H -0.1309 -4.3899 -1.1942
N -3.5042 1.3747 -0.4920
H -1.0698 -2.8768 -1.0423
C 1.9536 -1.8570 -4.5261
N -3.0927 0.2528 -1.1752
O 2.7442 0.4542 -0.9032
O 0.0605 -0.9851 -1.5769
C 1.8635 -0.2913 2.0975
H 0.9738 0.8798 -2.7613
C 0.6500 2.9897 1.2865
C 1.2944 3.8381 2.1819
C 2.1387 -2.9929 1.8378
C -2.9185 1.6430 0.6083
N 0.2098 -2.9528 -2.6879
C 3.4866 -0.1715 3.9018
H -3.2932 -0.7065 -4.0230
C -4.4181 4.7436 3.1171
H -1.8737 2.5185 2.8968
H -0.5527 -2.0119 3.4132
H 2.2232 -1.1678 -5.3240
H -2.6546 2.1434 -3.7769
H 4.3040 -2.0021 0.2627
O 3.8619 1.9962 0.2589
H -4.3837 -1.5320 0.4885
C 4.9721 -0.0956 -0.1709
H 3.5511 -2.8912 3.4606
H -6.0134 4.9219 1.6905
H -0.0413 3.3668 0.5450
H -2.7034 -4.1909 2.3612
H 1.1048 4.9008 2.1421
H 1.4205 -3.5113 -5.7985
C -1.5260 -1.5604 3.2100
C -3.2559 4.0705 3.4572
H 1.4131 -4.4340 -3.5676
H -1.5591 -0.8152 -3.7560
N 4.0342 1.8002 4.9288
H 0.8631 0.6680 -4.5170
H -2.7242 4.3283 4.3643
C -4.6269 3.3921 1.1357
C -0.6671 -3.6058 -1.7362
N 0.8399 1.6774 1.2877
H 2.8745 -2.3344 -4.1764
H -1.1544 -4.3011 1.5083
Ti -0.3453 0.3903 -0.0622
C -1.1918 2.3801 -2.2747
H -1.1707 4.0450 -3.6320
S 4.9429 0.6379 5.5759
C 3.8176 0.9046 -0.2331
H -4.0438 -0.4748 1.8580
C 1.2879 -2.2392 1.0391
C 0.5880 -3.7683 -3.8409
C -2.1586 -3.8749 1.4723
C -0.6705 3.7079 -2.7268
C 0.9757 -2.9000 -5.0143
H -0.8291 4.4495 -1.9406
H -5.1471 3.1147 0.2297
H 5.7252 0.2593 -0.8758
C 3.2996 1.2381 3.9846
H -2.6940 -1.6906 -2.6745
H -4.4518 -2.1795 2.1572
C 0.5329 -1.6440 -2.5432
H 0.0923 -2.4073 -5.4268
H -1.4548 -0.4801 3.3399
C 1.6856 1.1438 2.1792
H 2.7009 3.9245 3.8045
H 2.9764 -0.4768 -1.1462
*
```

Its orbital gap (alpha / beta) is 6.5 / 6.5 eV. The LUMO energy (alpha / beta) comes out at -3.3 / -3.3 eV. The energy above the lowest of the compared OMol25 structures with the same formula, charge and spin is 27.6 kcal/mol.

=====

Record 3
DFT (the ωB97M-V functional and the def2-TZVPD basis) results for a 10-piece molecular cluster, C35H44BF9O31 overall.

ORCA input file:
```
! wB97M-V def2-TZVPD RIJCOSX def2/J DEFGRID3
* xyz 0 1
H 1.9516 -2.9456 5.5384
H 4.9977 -4.3464 1.2780
F -3.5451 -7.9653 -5.4263
C -0.6452 -2.5926 0.2489
O 2.5417 8.3234 3.7582
C 3.9385 -2.4328 0.6329
H 1.4661 5.4817 -4.5410
F -1.1694 3.5867 1.0054
C -0.3599 -1.5832 -1.8738
H -0.7139 -8.5734 -5.7553
O -1.0209 6.9310 -1.8916
C 1.7894 9.6090 0.7568
H 5.5947 -2.7651 2.0866
H -1.9476 -2.8547 1.9910
H 3.9582 -3.5203 2.6058
C 7.7160 3.3671 1.3873
O 1.4849 0.7119 4.7755
O 5.7652 2.1950 1.5230
H -1.1802 5.9322 1.8469
C -0.4314 4.5295 0.3742
F -0.9771 -7.5732 -1.8084
O 7.9187 2.0556 0.8748
H -0.1403 -2.4280 -2.6172
H -6.5503 0.9548 2.7928
H 1.8398 2.1093 1.9724
C 0.4774 -1.8579 6.7338
B 2.0250 0.8043 0.5002
H 0.3831 1.2107 -0.9859
C -8.6036 -2.1939 -0.7260
C -0.3079 5.7640 1.2097
F -8.9453 -4.8700 1.2257
C 0.7155 0.3284 -0.3282
H -1.7174 -1.1127 1.5364
O -1.2958 -2.0117 -0.8523
H 0.5859 5.7566 1.8345
O -5.2369 -0.4447 3.5340
F 2.9670 4.8611 -2.6476
O 3.8554 6.6281 -3.7210
O 1.9767 7.4775 -4.6331
H -0.3121 -2.0268 2.4503
H -0.9356 -5.2461 -2.7010
H -0.9060 -0.7882 -2.4935
C -1.1516 -2.0887 1.6864
F 0.0703 -3.4719 5.0715
F -7.0912 -0.9298 2.3561
C 2.7647 6.1690 -2.9481
O 2.5910 8.7463 1.5393
O 0.9342 -1.4660 4.5335
C 1.5995 6.3363 -3.8718
H 0.6654 6.5115 -3.3366
H 8.5725 3.6952 1.9770
C 4.6727 -3.3516 1.7428
C 1.1622 -0.3320 5.2544
O -9.9624 -2.2691 -0.7614
C -10.3301 -3.4029 0.0146
H -2.5722 -9.4214 -4.4414
O -3.9666 0.3957 1.8721
H -5.1436 -0.9174 0.8005
O -7.9595 -1.4120 -1.3557
H 1.0012 -7.3368 -1.5490
H 7.5731 4.0637 0.5569
C -1.5831 -8.9077 -6.3229
C -2.7921 -9.0928 -5.4611
H -10.4772 -4.2626 -0.6445
O -1.3806 -10.2141 -6.8480
C 0.1953 -7.0306 -2.2214
H -0.6127 -1.8224 6.8095
C -5.2258 0.0483 1.3064
O -3.0676 0.0640 3.9197
C -4.0025 0.0078 3.1764
H 1.6402 -1.7102 -0.8965
C 0.9621 -0.9011 -1.3153
C 2.2712 9.0265 2.8342
H -1.7551 -8.2088 -7.1460
H -5.5516 0.7961 0.5831
H 3.9366 0.4041 1.6082
H 0.8635 9.0978 0.4793
O 1.7350 -6.5763 -5.1651
C -9.1488 -3.5660 0.9192
H 6.6687 2.8722 3.2430
H 0.3509 -4.9966 -1.5030
C -0.8243 6.2915 -0.9014
O 0.9802 -5.2963 -3.4655
O 6.5039 0.3465 0.4532
H 3.3041 -3.1204 -0.0296
C 6.7091 1.4311 0.9056
F 2.4803 9.9454 -0.3598
H 2.4130 11.5163 1.5734
C -2.5828 -10.8512 -6.7870
O -1.1497 4.9788 -0.7613
H -0.1294 0.0998 0.3945
O 1.5964 10.2053 2.9413
O 0.2310 -3.4648 0.1991
O 3.9872 8.3441 -5.1860
H 0.8761 -2.3346 7.6298
O -2.7900 -11.9348 -7.2384
C 3.3514 -0.1063 0.7616
H 0.6538 11.3129 1.4522
H -9.1993 -2.9741 1.8374
C 1.5939 10.7959 1.6466
C 6.4810 3.1982 2.2161
C 0.0707 -5.5508 -2.4000
H 1.5191 -0.4815 -2.2279
O 3.0639 -1.4500 1.2102
C 1.1178 -6.4632 -4.1507
O 2.0288 2.1606 1.0131
O 0.9842 -0.5380 6.5877
O -0.2379 6.7893 0.2230
H 3.9830 -0.0346 -0.1793
C -6.1111 -0.0067 2.5127
O 0.4686 -7.4915 -3.5318
O -8.0705 -3.1159 0.1229
H 2.6959 6.7534 -2.0257
C 0.9461 -2.5203 5.4762
H 0.5245 4.1015 0.0590
O -3.5176 -10.0993 -6.1390
C 3.3348 7.5566 -4.5737
H 4.7668 -2.0183 -0.0187
F 5.7397 4.3315 2.2243
H -11.2541 -3.2199 0.5639
*
```

Its SMILES is CCOCB(O)CCCOC(C)=O.O=C1OC[C@@H](F)O1.O=C1OC[C@@H](F)O1.O=C1OC[C@@H](F)O1.O=C1OC[C@@H](F)O1.O=C1OC[C@@H](F)O1.O=C1OC[C@@H](F)O1.O=C1OC[C@@H](F)O1.O=C1OC[C@@H](F)O1.O=C1OC[C@@H](F)O1. Its orbital gap is 9.4 eV. The LUMO energy comes out at 0.3 eV.